Formula: C3H8F3O5STl
Source: the Open Molecules 2025 dataset
Level of theory: wB97M-V/def2-TZVPD

## Properties
Relative energy (zero: lowest compared OMol25 entry of this formula, charge and spin) = 28.2 kcal per mole
M = 417.5 u
Spin multiplicity = 1
HOMO energy = -15.025 eV
E_tot = -1364.62044 a.u.
Charge = +2
Max |F| = 2.08 eV/Å
E_LUMO = -13.9 eV

The geometry in XYZ format:
```
21
Properties=species:S:1:pos:R:3:forces:R:3:lowdin_charge:R:1
Tl 1.3523 -1.2178 -1.7453 0.037 0.058 -0.071 0.992
S -1.9060 -6.2221 2.9757 -0.618 -0.386 0.078 0.714
F -4.4860 -6.6233 2.1141 0.959 -0.997 -1.019 0.211
F -4.3773 -5.2301 3.6240 1.344 -0.274 0.892 0.178
F -4.1022 -7.3727 4.1043 0.916 1.037 -0.661 0.196
O -1.3023 -5.6197 4.1984 -0.629 -0.845 -1.649 -0.021
O 4.0450 3.0573 -4.2353 0.332 -0.200 0.511 -0.049
O -1.6684 -5.3325 1.8120 -0.099 -1.230 1.520 -0.073
O 0.2841 3.8252 0.2281 -0.604 -0.119 -0.004 -0.063
O -1.4513 -7.6255 2.7836 -0.156 2.067 0.206 -0.034
C -3.8617 -6.3944 3.2319 -1.764 0.572 0.694 -0.615
C 3.9366 4.4231 -4.5399 -0.719 -0.105 -0.147 -0.114
C -0.8454 4.5685 0.6959 0.250 -0.035 -0.485 -0.099
H -0.6081 5.6100 0.4788 -0.444 0.255 0.493 0.099
H 4.5597 5.0583 -3.9103 0.167 0.051 0.218 0.101
H 1.0206 4.3613 0.5311 0.497 -0.182 -0.078 0.089
H -0.9795 4.3551 1.7563 -0.023 0.361 0.325 0.100
H 4.9846 2.8853 -4.3313 0.256 -0.605 0.069 0.095
H -1.7761 4.2989 0.1966 0.323 -0.286 -0.237 0.091
H 4.2962 4.5186 -5.5645 -0.231 0.611 -0.328 0.107
H 2.8852 4.6765 -4.4041 0.207 0.254 -0.325 0.094
```
Positions in Å, forces in eV/Å.